Here is a molecular structure, C24H38N2O3Os from the OMol25 dataset. Energies are from ωB97M-V/def2-TZVPD.

Summary:
**Energy**: -1362.6136 hartree
**Frontier orbital gap**: 0.307 hartree

Structure (ORCA input):
```
! RIJCOSX wB97M-V def2-TZVPD def2/J DEFGRID3
* xyz 2 1
Os -0.23062 -1.05026 0.95875
O 0.16957 -3.12628 1.56869
C 0.78010 -3.98750 0.56642
C -0.21876 -4.74244 -0.29031
C -1.34609 -3.90377 -0.91189
C -0.89380 -2.70615 -1.69302
C -0.77519 -2.65652 -3.07978
C -0.37178 -1.48729 -3.70249
C -0.10942 -0.33930 -2.95066
C -0.26670 -0.46288 -1.59816
N -0.60477 -1.60928 -0.98564
H -0.43924 -3.63097 2.12249
H 1.43550 -4.68396 1.08804
H 1.39728 -3.31674 -0.02546
H -0.67638 -5.54264 0.29562
H 0.35416 -5.23502 -1.08000
H -2.01100 -3.55085 -0.11947
H -1.93750 -4.55030 -1.55951
H -1.01058 -3.53610 -3.66311
H -0.27414 -1.45537 -4.77930
H 0.19663 0.59593 -3.39857
H -0.99991 0.93967 -0.38682
C -3.20621 -0.84617 1.74607
O -1.96051 -1.50216 2.08095
C -1.62259 -1.46902 3.49412
C -0.95204 -0.16582 3.82663
O 0.06732 0.03036 2.83692
C 0.55877 1.38222 2.87906
H -3.99906 -1.24935 2.37452
H -3.39893 -1.07674 0.70296
H -3.11596 0.23155 1.88382
H -0.92556 -2.28853 3.65287
H -2.52787 -1.63565 4.07503
H -0.50760 -0.20103 4.82282
H -1.65455 0.67154 3.78260
H 1.11859 1.53728 3.80082
H -0.27894 2.08168 2.83018
H 1.19843 1.52772 2.01670
C -1.85817 3.86324 -2.51983
C -1.38749 2.90930 -1.42153
C -2.00158 3.29026 -0.06774
C 0.13061 2.83222 -1.30093
C 0.89082 3.95847 -1.57507
C 2.27258 3.91904 -1.48410
C 2.89906 2.75046 -1.10832
C 2.18926 1.59507 -0.77029
C 3.08230 0.42580 -0.34848
C 2.45499 -0.95564 -0.29289
C 3.81485 0.70041 0.97133
C 0.79641 1.66843 -0.87048
N -0.08112 0.53140 -0.55254
H -2.93678 3.77253 -2.64568
H -1.38112 3.64104 -3.47462
H -1.65204 4.90368 -2.27081
H -1.78449 1.92838 -1.71217
H -1.65648 4.27893 0.23673
H -1.71192 2.59000 0.72480
H -3.09008 3.31174 -0.12635
H 0.40475 4.87088 -1.88948
H 2.85882 4.79611 -1.72216
H 3.98118 2.71952 -1.06433
H 3.85540 0.38669 -1.12095
H 1.81662 -1.02386 0.62167
H 3.21941 -1.71591 -0.13212
H 1.89753 -1.21263 -1.19025
H 3.13676 0.63951 1.82159
H 4.28494 1.68191 0.97818
H 4.59434 -0.04684 1.12494
*
```

Here is a molecular structure, C24H38N2O4 from the OMol25 dataset. Energies are from ωB97M-V/def2-TZVPD.

Summary:
**Energy**: -1346.9332 hartree
**Frontier orbital gap**: 0.320 hartree

Structure (ORCA input):
```
! RIJCOSX wB97M-V def2-TZVPD def2/J DEFGRID3
* xyz 0 1
C -2.29216 -4.90748 -1.71164
C -2.82130 -4.14225 -0.65083
C -2.06612 -2.73048 -0.43348
O -2.53787 -2.16874 0.75094
C -3.90941 -1.89476 0.76028
C -4.08405 -1.11442 2.33017
C -3.27983 0.12175 2.43986
H -2.16567 -0.00028 2.00392
H -3.34026 0.79640 3.13069
C -3.59308 1.12191 1.12370
N -3.62687 0.66510 -0.10854
C -2.71443 0.74091 -1.16710
O -2.51627 -0.23146 -2.17863
C -1.60360 1.82889 -0.76859
C -1.88945 3.05217 -1.23712
C -0.95623 3.97320 -0.78063
C 0.40229 3.49509 -0.35432
C 0.58814 2.25457 -0.00899
C -0.27782 1.48325 -0.37009
H -0.24988 0.38190 0.03964
O 1.79669 1.98808 0.35647
C 2.12852 0.73261 0.71541
C 3.52230 0.74007 1.44666
C 3.99538 -0.75160 1.67721
N 4.32594 -1.15528 -0.06065
C 3.18683 -1.38234 -0.59838
C 2.55416 -0.18493 -0.80022
H 1.68168 0.11817 -1.44631
H 3.20694 0.57532 -1.20121
H 3.35420 -1.89126 -1.48688
H 2.34736 -1.91022 -0.13413
C 5.14237 -2.53674 0.03181
C 5.84930 -2.63201 -1.19954
H 6.18118 -1.84216 -1.58123
H 5.07192 -3.10779 -1.94802
H 6.68169 -3.17871 -1.12460
C 4.50272 -3.80539 0.40744
H 4.01075 -3.68097 1.82336
H 5.18529 -4.57324 0.65169
H 3.59519 -3.96161 -0.04655
H 6.05897 -2.38605 1.03622
H 4.85009 -0.72423 2.31508
H 3.22225 -1.45702 2.08365
H 4.22148 1.11065 0.92173
H 3.22800 1.09756 2.31006
H 1.63339 -0.00783 1.07766
O 1.29963 4.60378 -0.20925
C 2.73768 4.36703 -0.06898
H 3.07074 5.60162 -0.28697
H 2.72552 4.14240 0.91042
H 3.03138 3.92940 -0.95131
H -1.02666 5.08903 -1.18888
H -2.64850 3.42618 -1.60854
C -4.32001 -0.80567 -0.07637
H -4.17774 -1.22083 -1.05669
H -5.39082 -0.35944 0.21474
H -3.02255 1.99357 1.01841
H -4.75082 1.48959 1.34757
H -3.63475 -1.61236 3.06808
H -4.92805 -0.80587 2.78018
H -4.54834 -2.65811 0.80439
H -1.11340 -3.04415 -0.16376
H -2.26959 -2.16279 -1.34906
H -4.16987 -3.95601 -0.78280
H -2.92634 -4.84156 0.30399
H -2.31007 -4.38206 -2.66805
H -2.88687 -5.92633 -1.92880
H -1.25495 -5.04306 -1.43875
*
```

Here is 2 unconnected molecules or ions with the total composition C24H38N3O6 from the OMol25 dataset. Energies are from ωB97M-V/def2-TZVPD.

Summary:
**Energy**: -1552.7193 hartree
**Frontier orbital gap**: 0.314 hartree

Structure (ORCA input):
```
! RIJCOSX wB97M-V def2-TZVPD def2/J DEFGRID3
* xyz 1 1
C 2.51356 2.74645 -3.94795
C 1.26515 2.93683 -3.53569
C 0.72227 2.89697 -2.12863
O 0.72212 4.15307 -1.47688
C 0.73125 5.21001 -2.24217
N 0.72542 6.13700 -2.92191
O -0.68544 2.49242 -2.29716
C -0.57503 1.16670 -2.57962
O -1.31414 0.52402 -3.24319
O 0.53037 0.68234 -1.95764
C 1.09535 1.75976 -1.16313
C 2.58479 1.46105 -0.93972
C 3.44344 2.71336 -0.71094
C 0.33934 1.85994 0.18317
C -0.68840 0.74594 0.41935
C -0.07346 -0.66135 0.64656
C -0.69311 -1.79113 -0.21909
C 0.29987 -2.37210 -1.23357
C 0.10170 -3.86333 -1.53528
C 1.12932 -4.30784 -2.60453
C 0.53402 -4.34570 -4.01914
O 1.27197 -3.59365 -4.98965
C 2.58596 -3.86558 -5.14757
C 3.04096 -5.29418 -5.00996
O 3.33723 -2.97921 -5.44753
H 3.29803 2.28956 -3.36764
H 2.76702 3.00646 -4.96812
H 0.49286 3.12853 -4.27295
H 2.65544 0.84518 -0.04356
H 2.93940 0.83495 -1.75761
H 4.33440 2.42944 -0.15328
H 3.78164 3.14127 -1.64931
H 2.89671 3.46247 -0.14146
H -0.20610 2.80440 0.21683
H 1.04779 1.86821 1.01124
H -1.21924 1.02267 1.33538
H -1.43558 0.71672 -0.37010
H 0.99646 -0.60355 0.45716
H -0.21146 -0.91525 1.70058
H -1.50007 -1.33449 -0.79428
H -1.09530 -2.57914 0.41639
H 1.33050 -2.25700 -0.88912
H 0.21174 -1.85442 -2.18922
H 0.29004 -4.44634 -0.63216
H -0.91315 -4.03011 -1.89739
H 1.96579 -3.61008 -2.56844
H 1.47883 -5.30702 -2.34592
H 0.35479 -5.36856 -4.35816
H -0.44183 -3.86275 -3.99470
H 2.98395 -5.61335 -3.97137
H 4.08860 -5.31561 -5.29758
H 2.48994 -5.97274 -5.65736
C -1.37406 3.33819 4.96702
C -1.54884 2.02086 4.24026
N -2.53019 1.12909 4.88031
C -2.78123 -0.16273 4.47557
C -3.72626 -0.66220 5.30620
N -4.03981 0.33301 6.20276
C -3.30734 1.40655 5.91970
C -5.00938 0.23875 7.29829
H -1.05625 3.18649 5.99956
H -0.61110 3.92503 4.46228
H -2.29605 3.92118 4.97112
H -0.60299 1.48136 4.20296
H -1.88110 2.18679 3.21605
H -2.25711 -0.58538 3.63615
H -4.21091 -1.62067 5.35636
H -3.34889 2.34097 6.45032
H -5.79656 0.97435 7.15510
H -4.50633 0.41328 8.24570
H -5.44134 -0.75616 7.29830
*
```

Here is a molecular structure, C24H38N4O4PReS from the OMol25 dataset. Energies are from ωB97M-V/def2-TZVPD.

Summary:
**Energy**: -2274.8267 hartree
**Frontier orbital gap (spin up / spin down)**: 0.272 / 0.276 hartree

Structure (ORCA input):
```
! RIJCOSX wB97M-V def2-TZVPD def2/J DEFGRID3
* xyz 1 2
Re 1.07846 -0.00096 -0.74551
C -3.28220 -3.75046 -6.57183
C -2.34056 -3.39931 -5.45814
C -1.38764 -4.31436 -5.01721
C -0.54224 -4.01496 -3.96230
C -0.66254 -2.77754 -3.34657
C -1.59145 -1.83624 -3.77262
C -2.42493 -2.15773 -4.82560
S 0.42395 -2.38245 -2.04667
O -0.37612 -1.61952 -1.03036
O 1.11008 -3.55018 -1.59117
N 1.41221 -1.18985 -2.51972
C 2.77617 -1.37955 -2.25435
C 3.76269 -1.98075 -3.00674
C 5.04560 -1.96854 -2.47948
C 5.29759 -1.35666 -1.25610
C 4.25756 -0.76269 -0.56822
N 3.02247 -0.79580 -1.06772
H -2.84646 -4.48973 -7.24194
H -3.55322 -2.87015 -7.15296
H -4.20335 -4.17431 -6.16668
H -1.30935 -5.27953 -5.50125
H 0.18745 -4.73027 -3.60896
H -1.65819 -0.87059 -3.28845
H -3.15670 -1.43564 -5.16505
H 3.52931 -2.43487 -3.95823
H 5.85556 -2.43389 -3.02458
H 6.29302 -1.33771 -0.83786
H 4.39571 -0.26465 0.38138
O 0.16493 1.67338 -2.57884
N 1.16316 2.29097 -2.34291
O 1.99050 1.66273 -1.49793
C -1.51720 0.22903 4.37456
C -1.14332 -0.09487 2.92287
C -0.25283 -1.35377 2.89946
C -2.42860 -0.44552 2.15609
P -0.30827 1.33376 2.05456
N 0.34384 0.71164 0.69902
C -1.52239 2.62143 1.48302
C -2.50317 3.03551 2.58652
C -2.32004 2.11357 0.26580
C -0.73502 3.85936 1.01976
C 1.10443 2.07288 3.02065
C 1.90728 0.93758 3.67650
C 2.07362 2.78978 2.06141
C 0.64975 3.06058 4.10153
H -2.00692 -0.65311 4.79216
H -2.21725 1.06077 4.45705
H -0.65161 0.43844 4.99883
H -0.89634 -2.20847 3.11145
H 0.52210 -1.33780 3.65882
H 0.20721 -1.52761 1.92767
H -2.82428 -1.36633 2.58652
H -2.24310 -0.62853 1.09676
H -3.19822 0.31587 2.26449
H -3.16985 2.22338 2.87403
H -3.12853 3.83702 2.18818
H -2.01076 3.41871 3.47879
H -3.11602 1.42752 0.53894
H -1.68632 1.64091 -0.48498
H -2.78594 2.98261 -0.20012
H -0.29490 4.40834 1.85018
H -1.43632 4.53053 0.52338
H 0.04816 3.61196 0.30028
H 2.22640 0.18712 2.95110
H 1.37005 0.44447 4.48164
H 2.80311 1.38289 4.11158
H 2.34214 2.17372 1.20225
H 2.98543 3.00223 2.62198
H 1.69258 3.73802 1.69664
H -0.06568 2.63378 4.80219
H 0.22327 3.96979 3.67931
H 1.53202 3.35463 4.67372
*
```

Here is 6 unconnected molecules or ions with the total composition C24H38N6O8 from the OMol25 dataset. Energies are from ωB97M-V/def2-TZVPD.

Summary:
**Energy**: -1867.0129 hartree
**SMILES**: O=[N+]([O-])c1ccccc1.O=[N+]([O-])c1ccccc1.CN(C)C=O.CN(C)C=O.CN(C)C=O.CN(C)C=O
**Frontier orbital gap**: 0.278 hartree

Structure (ORCA input):
```
! RIJCOSX wB97M-V def2-TZVPD def2/J DEFGRID3
* xyz 0 1
O -19.94053 15.32495 58.37637
N -19.15520 15.52626 59.42591
O -19.47320 16.23496 60.30645
C -17.93164 14.88269 59.38342
C -16.90808 15.05289 60.53705
C -15.59680 14.17373 60.48975
C -15.26634 13.35915 59.23760
C -16.09366 13.26143 58.09575
C -17.38288 14.01542 58.10238
H -17.16322 15.63260 61.51642
H -14.73972 14.12665 61.29990
H -14.36934 12.65382 59.37436
H -15.74612 12.66179 57.24473
H -18.08929 13.71960 57.32104
O -15.59974 17.22658 52.77828
N -14.67166 16.37214 52.76598
O -13.57512 16.39378 53.30932
C -15.02408 15.08426 52.21067
C -16.48983 14.74141 51.89165
C -16.93283 13.41687 51.18456
C -15.73140 12.53205 50.74947
C -14.43541 12.86695 50.98141
C -13.94455 13.99902 51.70730
H -17.54141 15.24732 52.33390
H -17.82183 13.27604 51.25878
H -15.92515 11.66255 50.06034
H -13.72087 12.10673 50.74036
H -12.92600 14.11979 51.91180
C -18.96477 11.55040 54.89288
N -18.52740 12.90469 54.94925
C -19.54731 13.95818 55.10558
C -17.20177 13.32171 54.77992
O -16.94710 14.48124 54.93165
H -19.24859 11.39963 55.99098
H -18.02851 11.19579 54.61013
H -19.87078 11.67722 54.01983
H -20.57524 13.66113 54.51694
H -19.37074 14.93994 54.78646
H -19.79992 14.04442 56.15345
H -16.45586 12.52549 55.01851
C -13.44549 15.57339 56.30683
N -13.15734 15.78208 57.71620
C -11.80377 15.99821 58.04026
C -14.08722 16.12123 58.56408
O -13.92358 16.62382 59.70576
H -12.92003 14.67403 56.09365
H -13.21132 16.55800 55.78257
H -14.41028 15.44160 56.19250
H -11.42082 15.22232 58.65562
H -11.64884 17.13209 58.48936
H -11.26219 15.85602 57.02293
H -15.08092 16.11589 58.19064
C -7.62531 15.48776 53.55453
N -8.93485 14.87174 53.38498
C -10.00739 15.63584 54.05440
C -9.22702 13.79481 52.63718
O -10.32208 13.30153 52.61801
H -7.34854 15.97472 54.63708
H -7.65328 16.21250 52.77851
H -7.00279 14.96277 53.20066
H -9.56789 15.60697 55.26124
H -11.04984 15.14108 53.92881
H -9.98625 16.64560 53.95654
H -8.34604 13.39042 52.09840
C -14.25598 10.51844 53.60018
N -14.41735 10.49621 55.03114
C -13.45877 11.32990 55.83802
C -15.50422 9.86398 55.48738
O -15.77000 9.97756 56.62702
H -15.17859 10.98698 53.15400
H -14.38090 9.44164 53.12993
H -13.62350 11.11669 52.80215
H -12.62044 11.40894 55.13370
H -13.12313 10.85228 56.70992
H -14.02581 12.22525 56.18666
H -15.96421 9.49123 54.53626
*
```

Here is a molecular structure, C24H39As2ClCsO4P from the OMol25 dataset. Energies are from ωB97M-V/def2-TZVPD.

Summary:
**Energy**: -6531.8495 hartree
**Frontier orbital gap**: 0.321 hartree

Structure (ORCA input):
```
! RIJCOSX wB97M-V def2-TZVPD def2/J DEFGRID3
* xyz 0 1
Cs 2.58076 -0.66301 -0.89326
C 2.65596 -2.39914 4.14152
As 1.60088 -1.65036 2.67164
C 1.00341 -0.02251 3.58637
C -0.01434 -2.74803 2.90806
C -0.59929 -2.78071 4.17258
C -1.73490 -3.53026 4.43393
C -2.30063 -4.27572 3.41192
C -1.72498 -4.25624 2.15064
C -0.58552 -3.50099 1.87281
As 0.13421 -3.47124 0.03803
C -1.19221 -4.58523 -0.86724
C 1.53115 -4.82828 0.28615
H 2.06542 -2.46288 5.05392
H 3.51866 -1.75694 4.31655
H 3.00671 -3.39437 3.87347
H 0.66102 -0.23052 4.59882
H 0.19510 0.44364 3.02393
H 1.84662 0.66668 3.63323
H -0.16548 -2.20579 4.98181
H -2.16995 -3.53106 5.42475
H -3.18597 -4.87190 3.59121
H -2.18777 -4.84517 1.37131
H -1.28743 -5.57720 -0.42829
H -0.86797 -4.68725 -1.90252
H -2.15690 -4.07942 -0.85901
H 1.16083 -5.68068 0.85408
H 2.36701 -4.37972 0.82383
H 1.88540 -5.16396 -0.68836
O 4.92893 0.62714 -4.17712
Cl 4.65992 -0.64945 -3.59057
O 5.34567 -1.70309 -4.26381
O 3.22422 -0.89434 -3.63815
O 5.05940 -0.61897 -2.19356
C -0.32457 3.47166 1.35076
C -0.25835 3.83891 -0.13858
C -1.55637 4.55289 -0.51173
C 0.93390 4.77456 -0.35725
P 0.10963 2.20787 -1.00453
C -1.43669 1.24534 -0.73042
C -1.33470 0.16635 0.14878
C -2.43686 -0.61623 0.47134
C -3.66651 -0.34173 -0.10658
C -3.78432 0.71417 -1.00133
C -2.68395 1.50285 -1.30398
C 0.26838 2.43771 -2.87169
C -0.60911 3.49653 -3.54095
C -0.03344 1.08101 -3.52060
C 1.73906 2.78735 -3.15321
H -0.50787 4.37251 1.94297
H 0.61247 3.02466 1.68868
H -1.13691 2.76909 1.54946
H -1.62753 5.48145 0.06299
H -2.42696 3.94665 -0.26423
H -1.60204 4.81309 -1.56588
H 0.84332 5.64052 0.30424
H 0.97731 5.14509 -1.38195
H 1.87809 4.27465 -0.12974
H -0.37091 -0.08270 0.57887
H -2.32985 -1.43931 1.16838
H -4.52935 -0.94881 0.13555
H -4.74058 0.92844 -1.46157
H -2.80279 2.32678 -1.99281
H -1.67275 3.30157 -3.41025
H -0.40622 3.49346 -4.61572
H -0.39070 4.49794 -3.17097
H -1.08672 0.81130 -3.44325
H 0.55937 0.25882 -3.11340
H 0.22666 1.14114 -4.58082
H 2.02497 3.74633 -2.72019
H 1.88699 2.85482 -4.23420
H 2.43801 2.03023 -2.79489
*
```